Record 1
Formula: C37H53FN8SbTi
Source: the Open Molecules 2025 dataset
Level of theory: wB97M-V/def2-TZVPD

Properties
* charge: +1
* Kohn-Sham gap (alpha / beta): 0.23737 / 0.27151 hartree
* expectation value of S²: 2.03
* multiplicity: 3

Each line ends with the Mulliken charge.
Geometry (Å):
Ti 0.48 -0.02 -0.47  0.568
N 0.27 0.09 3.74  0.202
C -0.46 0.24 2.66  -1.027
N 0.33 0.19 1.61  1.626
C 1.58 -0.03 2.15  0.725
N 1.58 -0.10 3.46  -0.921
C 2.72 -0.17 1.26  -0.937
C 4.02 -0.33 1.70  -0.556
N 5.05 -0.53 0.89  -0.697
C 4.74 -0.57 -0.44  -0.853
C 3.49 -0.39 -0.93  -0.771
N 2.40 -0.16 -0.10  2.018
H -0.04 0.08 4.70  0.207
H -1.53 0.41 2.65  0.512
H 4.22 -0.29 2.77  0.500
H 5.57 -0.76 -1.12  0.461
H 3.29 -0.44 -1.99  0.181
C -1.57 -3.46 -4.17  -1.574
C -0.44 -3.04 -3.23  1.553
C 0.27 -4.31 -2.73  -1.681
C 0.56 -2.09 -3.89  1.171
C 1.28 -2.63 -4.95  -0.654
C 2.24 -1.89 -5.61  -1.599
C 2.45 -0.59 -5.23  -0.952
C 1.72 0.03 -4.20  0.419
C 2.02 1.53 -4.13  0.289
C 1.81 2.29 -2.83  0.151
C 1.24 2.24 -5.25  -1.645
C 0.78 -0.74 -3.48  -0.643
N -0.01 -0.19 -2.38  1.851
C -1.38 0.00 -2.67  0.245
C -1.95 0.00 -3.94  -1.058
C -3.33 0.17 -4.12  -0.777
C -4.19 0.32 -3.03  -0.803
C -3.65 0.33 -1.75  -0.741
C -2.29 0.19 -1.64  -0.052
F -1.74 0.23 -0.35  0.279
H -2.25 -4.16 -3.66  0.476
H -1.18 -3.97 -5.06  0.331
H -2.16 -2.60 -4.50  0.271
H -0.88 -2.54 -2.38  -0.764
H 0.55 -4.96 -3.57  0.480
H -0.39 -4.89 -2.07  0.414
H 1.20 -4.07 -2.20  0.268
H 1.08 -3.65 -5.27  0.314
H 2.81 -2.33 -6.43  0.420
H 3.20 0.01 -5.75  0.508
H 3.09 1.61 -4.36  0.729
H 0.75 2.39 -2.61  -0.965
H 2.23 3.28 -2.94  0.899
H 2.31 1.81 -1.99  -0.878
H 0.16 2.19 -5.05  0.256
H 1.43 1.78 -6.22  0.434
H 1.53 3.30 -5.31  0.465
H -1.31 -0.12 -4.80  0.680
H -3.73 0.17 -5.12  0.500
H -5.26 0.42 -3.18  0.421
H -4.26 0.45 -0.87  0.506
C -0.97 3.92 3.11  -1.530
C -1.47 3.93 1.67  0.168
C -2.83 3.24 1.54  -1.130
Sb -0.12 3.13 0.15  -0.609
C -1.01 4.48 -1.33  0.237
C -1.87 3.71 -2.33  -0.886
C -0.04 5.44 -2.03  -1.496
C 1.64 4.18 0.87  0.444
C 2.76 4.37 -0.16  -1.250
C 2.18 3.41 2.08  -1.369
H -1.72 4.40 3.75  0.470
H -0.04 4.46 3.24  0.357
H -0.84 2.90 3.50  0.216
H -1.56 4.96 1.34  0.648
H -2.80 2.22 1.93  0.117
H -3.18 3.19 0.50  0.209
H -3.60 3.78 2.11  0.444
H -1.67 5.08 -0.70  0.787
H -1.26 3.17 -3.07  0.035
H -2.51 4.40 -2.89  0.524
H -2.53 2.98 -1.85  -0.014
H 0.59 4.93 -2.76  0.174
H 0.60 5.98 -1.33  0.370
H -0.62 6.20 -2.59  0.479
H 1.26 5.16 1.18  0.618
H 3.12 3.40 -0.53  0.048
H 3.61 4.88 0.31  0.466
H 2.45 4.97 -1.02  0.255
H 2.76 2.54 1.75  0.178
H 1.41 3.05 2.76  0.220
H 2.86 4.04 2.67  0.500
C 1.42 -5.24 1.15  -0.894
N 0.65 -4.04 0.78  0.306
C -0.72 -3.89 0.84  -0.869
C -0.98 -2.65 0.38  -0.943
N 0.21 -2.04 0.03  1.598
C 1.16 -2.92 0.28  -1.333
H 0.73 -6.03 1.42  0.346
H 2.07 -5.03 2.00  0.347
H 2.02 -5.57 0.31  0.347
H -1.37 -4.67 1.20  0.472
H -1.94 -2.16 0.27  0.544
H 2.22 -2.77 0.13  0.619


Record 2
Formula: C37H53FNO2SeSiY
Source: the Open Molecules 2025 dataset
Level of theory: wB97M-V/def2-TZVPD

Properties
* relative energy (zero: lowest compared OMol25 entry of this formula, charge and spin): 0.00 kcal/mol
* Kohn-Sham gap: 0.30468 hartree

Each line ends with the Mulliken charge.
Geometry (Å):
Y 1.26 -1.59 1.21  1.479
C -2.09 4.81 -1.06  -1.740
C -1.50 4.94 0.35  2.092
C -0.26 5.84 0.29  -1.744
C -2.54 5.61 1.25  -2.236
C -1.10 3.56 0.85  -0.921
C -0.19 2.81 0.13  -0.799
C 0.19 1.55 0.56  0.708
Se 1.40 0.54 -0.56  -0.052
C 0.12 -0.31 -1.73  0.042
C -0.45 0.44 -2.74  -0.426
C -1.42 -0.13 -3.57  -0.926
C -1.77 -1.45 -3.33  -0.073
C -1.23 -2.23 -2.31  -0.211
C -0.24 -1.65 -1.49  1.215
O 0.33 -2.30 -0.48  -1.145
C -1.67 -3.68 -2.10  2.380
C -2.37 -3.84 -0.74  -1.479
C -2.66 -4.14 -3.17  -2.368
C -0.44 -4.60 -2.17  -1.565
C -2.05 0.72 -4.67  2.221
C -2.77 1.92 -4.03  -1.501
C -0.96 1.23 -5.62  -1.759
C -3.07 -0.07 -5.49  -2.253
C -0.32 0.99 1.75  0.484
O 0.07 -0.22 2.13  -0.960
C -1.25 1.75 2.50  -0.741
C -1.61 3.00 2.02  0.678
C -1.83 1.19 3.80  2.218
C -2.59 -0.12 3.51  -1.500
C -2.83 2.16 4.44  -2.405
C -0.72 0.94 4.83  -1.525
H -2.41 5.78 -1.44  0.514
H -2.96 4.15 -1.06  0.354
H -1.37 4.40 -1.76  0.352
H -0.52 6.83 -0.08  0.459
H 0.50 5.43 -0.37  0.305
H 0.19 5.95 1.28  0.384
H -2.79 6.59 0.84  0.423
H -2.16 5.76 2.26  0.448
H -3.45 5.03 1.31  0.408
H 0.24 3.19 -0.78  0.473
H -0.14 1.46 -2.89  0.280
H -2.51 -1.90 -3.96  0.524
H -3.26 -3.21 -0.69  0.308
H -1.71 -3.56 0.08  0.119
H -2.68 -4.87 -0.60  0.481
H -3.58 -3.55 -3.15  0.417
H -2.93 -5.18 -2.98  0.457
H -2.23 -4.09 -4.17  0.418
H 0.28 -4.35 -1.40  0.178
H 0.04 -4.51 -3.14  0.350
H -0.75 -5.63 -2.03  0.460
H -2.08 2.53 -3.45  0.184
H -3.56 1.58 -3.35  0.348
H -3.22 2.55 -4.79  0.487
H -0.23 1.85 -5.10  0.302
H -1.40 1.84 -6.41  0.472
H -0.43 0.40 -6.08  0.384
H -3.89 -0.43 -4.88  0.408
H -2.61 -0.92 -5.99  0.450
H -3.49 0.58 -6.26  0.427
H -2.31 3.58 2.60  0.643
H -3.40 0.06 2.80  0.331
H -3.03 -0.51 4.43  0.487
H -1.93 -0.87 3.09  0.119
H -3.67 2.36 3.79  0.404
H -2.36 3.10 4.70  0.413
H -3.21 1.71 5.36  0.469
H 0.01 0.22 4.46  0.143
H -1.14 0.56 5.76  0.493
H -0.19 1.87 5.05  0.324
C 5.73 -0.75 3.30  -1.166
Si 4.50 -0.51 1.89  0.011
C 5.44 -0.17 0.29  -1.015
C 3.43 1.01 2.28  -0.635
N 3.40 -1.85 1.75  -0.008
C 3.81 -3.16 1.66  0.314
C 5.12 -3.61 1.41  -0.043
C 5.43 -4.95 1.34  -1.040
C 4.47 -5.94 1.50  -0.412
C 3.16 -5.55 1.75  -0.983
C 2.89 -4.21 1.83  0.736
F 1.55 -3.83 2.09  -0.359
H 6.39 0.12 3.35  0.378
H 6.35 -1.63 3.20  0.349
H 5.21 -0.82 4.25  0.320
H 6.01 0.76 0.37  0.362
H 4.75 -0.05 -0.55  0.227
H 6.14 -0.96 0.03  0.370
H 3.92 1.57 3.08  0.511
H 2.43 0.78 2.65  -0.182
H 3.33 1.69 1.44  0.226
H 5.90 -2.88 1.26  0.228
H 6.46 -5.24 1.14  0.395
H 4.72 -6.98 1.43  0.383
H 2.36 -6.26 1.89  0.446


Electronic energy, record by record: -83516.3681, -121805.5073 eV